[1]
Density functional theory data (wB97M-V/def2-TZVPD) for one molecule with the formula C4H9N3.

```
16
C4H9N3 (wB97M-V/def2-TZVPD)
H -1.67 0.89 -0.69
N -1.81 -0.16 -1.04
C -0.51 -0.38 -0.99
N -0.09 -1.64 -1.48
C 0.53 0.41 -0.45
C 0.32 1.68 0.40
C 0.52 0.34 1.19
N -0.45 -0.49 1.88
H -0.52 -2.07 -2.37
H 1.00 -1.93 -1.16
H 1.53 0.15 -1.07
H -0.54 2.43 0.25
H 1.39 2.28 0.62
H 1.51 0.24 1.56
H 0.11 -1.40 1.84
H -1.32 -0.35 1.52
```

For the HOMO-LUMO gap, the calculation gives 0.3494 Eh. The HOMO energy is -8.9 eV. For the relative energy (zero: lowest compared OMol25 entry of this formula, charge and spin), the calculation gives 3.901 eV. The calculated total energy is -8760.6244 eV. The multiplicity is 1. As for the SMILES: [H]/N=C(/N)[C@H]1C[C@H]1N.

What are the Löwdin partial charges on each atom? They are as follows, in elementary charge units: 0.062 0.095 -0.607 0.035 -0.249 -0.078 -0.277 0.064 0.121 0.167 0.161 0.113 0.155 0.103 0.122 0.014



[2]
Density functional theory data (wB97M-V/def2-TZVPD) for a 3-piece molecular cluster, C54H45F6N2O10 overall.

```
117
C54H45F6N2O10 (wB97M-V/def2-TZVPD)
C 7.20 -2.47 2.43
C 6.51 -2.42 1.07
C 6.08 -3.81 0.60
C 5.93 -3.95 -0.92
C 5.06 -2.87 -1.57
C 3.56 -2.99 -1.17
C 3.11 -1.87 -0.21
N 1.87 -1.18 -0.66
C 1.97 -0.34 -1.73
N 3.19 -0.17 -2.39
C 0.84 0.36 -2.17
C 1.00 1.29 -3.36
F 1.85 2.28 -3.04
F 1.47 0.64 -4.42
F -0.16 1.84 -3.70
C -0.37 0.17 -1.49
C -1.63 0.91 -1.87
O -2.50 0.38 -2.47
O -1.72 2.20 -1.51
C -0.95 2.64 -0.41
O -1.53 3.87 -0.06
C -0.76 4.63 0.75
F 0.32 5.09 0.11
F -1.48 5.64 1.19
F -0.30 3.92 1.79
C -0.47 -0.71 -0.41
C -1.78 -0.89 0.29
C -2.43 -2.22 -0.10
O -1.85 -2.95 -0.86
C -3.73 -2.55 0.54
C -3.80 -3.69 1.35
C -5.02 -4.01 1.94
C -6.14 -3.22 1.71
C -6.06 -2.09 0.89
C -4.84 -1.74 0.31
C 0.69 -1.39 -0.01
C 0.67 -2.36 1.14
C 1.31 -1.79 2.40
O 2.00 -2.43 3.11
O 0.94 -0.50 2.71
H 6.73 -3.22 3.07
H 7.14 -1.51 2.94
H 8.25 -2.72 2.33
H 7.18 -1.94 0.34
H 5.64 -1.77 1.17
H 6.85 -4.51 0.91
H 5.17 -4.08 1.13
H 6.93 -3.87 -1.35
H 5.51 -4.93 -1.15
H 5.47 -1.89 -1.33
H 5.14 -2.99 -2.65
H 2.98 -2.95 -2.07
H 3.40 -3.95 -0.70
H 3.87 -1.11 -0.09
H 2.96 -2.30 0.77
H 3.45 -0.96 -2.96
H 3.95 0.09 -1.77
H 0.09 2.79 -0.68
H -1.05 1.95 0.43
H -2.46 -0.06 0.14
H -1.62 -0.94 1.37
H -2.93 -4.31 1.52
H -5.12 -4.87 2.59
H -7.10 -3.47 2.14
H -6.94 -1.48 0.71
H -4.74 -0.87 -0.32
H -0.34 -2.67 1.37
H 1.20 -3.27 0.86
H 1.36 0.10 2.08
C -1.62 -2.17 -4.39
C -1.95 -1.91 -5.72
C -1.25 -2.53 -6.74
C -0.21 -3.40 -6.44
C 0.13 -3.65 -5.11
C -0.59 -3.03 -4.08
C 1.25 -4.55 -4.76
O 1.55 -4.76 -3.60
C 2.02 -5.18 -5.87
C 3.11 -5.99 -5.57
C 3.83 -6.59 -6.59
C 3.46 -6.39 -7.92
C 2.38 -5.58 -8.22
C 1.66 -4.97 -7.20
C 0.52 -4.08 -7.55
O 0.19 -3.90 -8.71
H -2.18 -1.69 -3.60
H -2.75 -1.22 -5.96
H -1.50 -2.34 -7.78
H -0.34 -3.24 -3.05
H 3.39 -6.15 -4.54
H 4.67 -7.22 -6.36
H 4.01 -6.86 -8.71
H 2.08 -5.41 -9.25
C -6.60 9.78 7.35
C -6.96 9.61 6.01
C -6.18 8.84 5.17
C -5.03 8.23 5.66
C -4.66 8.41 7.00
C -5.46 9.18 7.84
C -3.41 7.81 7.54
O -3.09 7.95 8.70
C -2.56 7.01 6.60
C -1.36 6.48 7.07
C -0.56 5.73 6.22
C -0.96 5.51 4.90
C -2.15 6.05 4.43
C -2.95 6.80 5.28
C -4.21 7.39 4.74
O -4.55 7.19 3.60
H -7.22 10.37 8.00
H -7.85 10.09 5.63
H -6.45 8.71 4.13
H -5.17 9.30 8.87
H -1.06 6.65 8.09
H 0.37 5.32 6.58
H -0.33 4.93 4.24
H -2.46 5.89 3.41
```

For the HOMO-LUMO gap, the calculation gives 0.2374 Eh. The HOMO energy is -11.0 eV. The calculated total energy is -96484.1004 eV. The multiplicity is 1. Its charge is +1.

Here are the Löwdin charges for atoms 1 to 99, given in e: -0.103 -0.269 -0.215 -0.202 -0.200 -0.133 -0.089 0.105 -0.168 0.169 0.063 -0.577 0.167 0.185 0.192 0.029 -0.464 0.212 0.111 -0.146 0.119 -0.710 0.181 0.215 0.156 -0.066 -0.027 -0.342 0.141 -0.167 -0.011 -0.056 -0.059 -0.053 -0.015 -0.077 0.007 -0.497 0.193 0.109 0.076 0.070 0.077 0.112 0.084 0.116 0.112 0.118 0.115 0.095 0.113 0.097 0.122 0.117 0.103 0.119 0.117 0.151 0.146 0.130 0.144 0.116 0.109 0.109 0.109 0.116 0.131 0.146 0.119 -0.054 -0.038 0.008 -0.078 -0.084 -0.008 -0.278 0.076 -0.088 -0.006 -0.052 -0.046 0.006 -0.080 -0.275 0.121 0.083 0.114 0.125 0.099 0.116 0.110 0.112 0.124 -0.052 -0.053 -0.001 -0.084 -0.083 0.001



[3]
Density functional theory data (wB97M-V/def2-TZVPD) for C30H40As2B2MoN4O6S2 as an isolated structure.

```
87
C30H40As2B2MoN4O6S2 (wB97M-V/def2-TZVPD)
Mo 1.51 0.39 0.94
C -0.27 3.34 -0.72
As 1.01 1.91 -1.03
C 0.54 1.43 -2.88
C 2.64 2.88 -1.46
C 2.63 4.03 -2.24
C 3.81 4.64 -2.62
C 5.03 4.10 -2.23
C 5.05 2.97 -1.44
C 3.87 2.36 -1.05
As 3.86 0.81 0.13
C 5.25 1.35 1.40
C 4.82 -0.48 -0.98
H -0.39 3.95 -1.62
H 0.10 3.94 0.11
H -1.22 2.89 -0.46
H 0.91 2.21 -3.55
H -0.54 1.35 -2.97
H 1.00 0.48 -3.15
H 1.68 4.46 -2.56
H 3.79 5.54 -3.22
H 5.96 4.57 -2.54
H 6.00 2.54 -1.12
H 6.19 0.84 1.20
H 4.94 1.14 2.42
H 5.39 2.43 1.31
H 5.81 -0.11 -1.24
H 4.24 -0.63 -1.89
H 4.89 -1.43 -0.45
O 1.95 3.86 3.21
C 2.05 2.77 2.70
O 1.68 2.46 1.47
C 2.69 1.54 3.42
O 3.31 1.66 4.45
O 2.56 0.45 2.74
C -3.29 0.78 1.61
N -2.76 -0.52 1.96
C -3.45 -1.71 1.86
C -2.60 -2.67 2.28
N -1.41 -2.09 2.65
B -0.30 -3.06 3.22
N 1.06 -2.40 3.61
C 1.50 -2.33 4.91
C 2.84 -2.14 4.90
N 3.22 -2.09 3.59
C 4.57 -1.90 3.12
C 2.12 -2.22 2.81
S 2.14 -2.11 1.08
C -1.51 -0.78 2.44
S -0.35 0.46 2.71
H -3.82 0.72 0.66
H -2.46 1.48 1.54
H -3.98 1.13 2.39
H -4.46 -1.76 1.49
H -2.74 -3.74 2.35
H -0.09 -3.88 2.38
H -0.75 -3.51 4.24
H 0.82 -2.43 5.73
H 3.54 -2.02 5.71
H 5.13 -1.33 3.86
H 4.55 -1.35 2.19
H 5.06 -2.86 2.94
C -5.32 -2.03 -4.46
C -5.33 -1.12 -3.22
C -6.57 -1.44 -2.37
C -5.42 0.33 -3.71
C -4.07 -1.36 -2.38
C -3.70 -2.66 -2.04
C -2.57 -2.96 -1.30
C -1.79 -1.91 -0.88
O -0.61 -1.89 -0.19
B -0.20 -0.56 -0.06
O -1.20 0.24 -0.69
C -2.15 -0.61 -1.19
C -3.27 -0.30 -1.93
H -6.17 -1.79 -5.10
H -5.39 -3.08 -4.19
H -4.40 -1.89 -5.03
H -7.48 -1.32 -2.97
H -6.63 -0.77 -1.51
H -6.54 -2.47 -2.01
H -6.29 0.43 -4.36
H -4.54 0.60 -4.29
H -5.54 1.03 -2.89
H -4.32 -3.49 -2.37
H -2.30 -3.99 -1.06
H -3.50 0.73 -2.16
```

For the HOMO-LUMO gap (alpha / beta), the calculation gives 0.3012 / 0.2682 Eh. The HOMO energy (alpha / beta) is -7.8 / -8.2 eV. For the relative energy (zero: lowest compared OMol25 entry of this formula, charge and spin), the calculation gives 0.313 eV. The calculated total energy is -196567.0681 eV. The multiplicity is 3.

What are the Löwdin partial charges on each atom? They are as follows, in elementary charge units: 0.882 -0.216 1.155 -0.220 -0.378 -0.099 -0.072 -0.073 -0.105 -0.395 1.138 -0.218 -0.266 0.033 0.040 0.027 0.029 0.028 0.039 0.098 0.107 0.107 0.102 0.040 0.011 0.043 0.029 0.031 0.011 0.114 -0.558 -0.310 -0.589 0.095 -0.336 -0.020 -0.099 -0.036 -0.057 0.022 -0.416 0.000 -0.044 -0.027 -0.117 -0.025 -0.673 0.700 -0.646 0.797 0.087 0.054 0.100 0.131 0.130 0.080 0.079 0.123 0.128 0.103 0.033 0.100 -0.052 -0.561 -0.045 -0.068 -0.171 -0.030 0.026 -0.213 0.089 -0.745 -0.001 -0.217 0.051 0.083 0.074 0.093 0.085 0.085 0.080 0.085 0.089 0.081 0.107 0.127 0.116



What is the calculated total energy in the first record?
-8760.6244 eV